[1]
2 unconnected molecules or ions with the total composition C26H25N2O2S, computed with ωB97M-V with the def2-TZVPD basis set.

Structure (XYZ):
```
56
Properties=species:S:1:pos:R:3:mulliken_charge:R:1
C 3.9145 3.0814 3.0712 -1.64
C 3.8296 1.5695 3.1783 1.82
C 4.2084 0.8986 1.8620 -1.65
C 4.7147 1.0597 4.3080 -1.78
O 2.4661 1.1460 3.6049 -0.36
C 1.4377 1.3761 2.7631 0.67
C 0.2772 0.4866 3.0695 -1.20
N -0.7282 1.0066 3.6940 -0.50
C -1.8675 0.3883 4.0105 -0.62
C -3.0781 1.2021 4.1158 1.16
C -4.3264 0.6612 4.5019 -0.37
C -5.4676 1.4607 4.5436 -0.77
C -5.3821 2.8226 4.2225 -0.39
C -4.1503 3.3818 3.8450 -0.59
C -3.0100 2.5739 3.7896 -0.62
C -1.8396 -1.0725 4.1572 0.80
C -2.8299 -1.8866 3.5798 -0.54
C -2.7391 -3.2749 3.6743 -0.78
C -1.6472 -3.8618 4.3183 -0.49
C -0.6382 -3.0584 4.8602 -0.55
C -0.7403 -1.6726 4.7965 -0.41
O 1.4544 2.1790 1.8488 -0.63
H 3.5920 3.5529 4.0093 0.35
H 4.9444 3.4013 2.8685 0.45
H 3.2738 3.4162 2.2494 0.35
H 4.1562 -0.1955 1.9684 0.36
H 3.5301 1.2101 1.0549 0.37
H 5.2342 1.1779 1.5794 0.46
H 4.5854 -0.0244 4.4136 0.39
H 5.7745 1.2625 4.1180 0.39
H 4.4393 1.5356 5.2561 0.40
H 0.5029 -0.5909 3.0038 0.75
H -4.3999 -0.3923 4.7642 0.51
H -6.4250 1.0145 4.8270 0.34
H -6.2740 3.4502 4.2716 0.33
H -4.0810 4.4439 3.5964 0.35
H -2.0526 2.9925 3.4772 0.35
H -3.6512 -1.4297 3.0226 0.57
H -3.5127 -3.8949 3.2170 0.34
H -1.5763 -4.9478 4.3939 0.35
H 0.2358 -3.5032 5.3382 0.37
H 0.0250 -1.0477 5.2643 0.50
C 1.0736 -3.8662 -3.2379 -0.43
C 0.2315 -4.2132 -2.1744 -0.46
C 0.1894 -3.4213 -1.0266 -0.30
C 0.9932 -2.2763 -0.9353 0.16
N 0.8554 -1.4268 0.1763 -0.40
C 0.0238 -0.6109 0.5399 0.83
S -1.1080 0.4452 0.8069 -0.32
C 1.8980 -1.9713 -1.9622 -0.36
C 1.9313 -2.7659 -3.1107 -0.43
H 1.0723 -4.4520 -4.1594 0.34
H -0.3974 -5.0998 -2.2352 0.34
H -0.4856 -3.6419 -0.1958 0.48
H 2.5253 -1.0838 -1.8443 0.40
H 2.6298 -2.5191 -3.9089 0.33
```

Properties
Orbital gap   0.179 hartree
Energy above the lowest of the compared OMol25 structures with the same formula, charge and spin   1.6 kcal per mole
Net charge   -1


[2]
A single C26H25NO8 molecule, computed with ωB97M-V with the def2-TZVPD basis set.

Structure (XYZ):
```
60
Properties=species:S:1:pos:R:3:mulliken_charge:R:1
C -0.1909 -2.7985 -2.4669 -0.47
O 0.4618 -3.3538 -1.3326 -0.22
C 1.7895 -3.4595 -1.4287 0.72
O 2.4103 -3.2261 -2.4309 -0.62
C 2.4039 -3.9604 -0.1343 -0.61
C 3.5673 -3.0469 0.2490 -0.79
C 3.0741 -1.6281 0.3988 0.80
O 2.0922 -1.1882 -0.1553 -0.47
O 3.8312 -0.9128 1.2120 -0.46
C 3.4186 0.4643 1.3227 1.75
C 4.1956 1.0720 2.4920 -2.00
C 3.8430 1.1982 0.0290 -0.07
O 4.9564 0.9802 -0.4188 -0.69
C 2.9099 2.1125 -0.5454 -1.01
C 1.6069 2.1912 -0.1497 1.55
C 0.6437 3.0426 -0.7844 -0.96
C -0.6707 3.0420 -0.4563 0.31
C -1.6546 3.9384 -1.1174 -0.79
C -2.5500 3.4134 -2.2127 -0.41
C -1.4655 4.3906 -2.5344 -0.85
N -1.1321 2.2081 0.5447 0.11
C -2.5386 2.1053 0.9072 -0.70
C -2.9511 0.6594 1.0358 -0.20
C -3.4149 0.1557 2.2393 -0.47
C -3.7663 -1.1846 2.3894 -1.17
C -3.6239 -1.9941 1.2903 1.11
C -3.1626 -1.4903 0.0703 0.78
C -2.8208 -0.1723 -0.0830 -0.70
O -3.1396 -2.4960 -0.8539 -0.51
C -3.5243 -3.6669 -0.1622 -0.32
O -3.8850 -3.3271 1.1597 -0.48
C -0.2516 1.4321 1.2089 -0.87
C 1.0785 1.3924 0.9236 0.33
C 1.9276 0.4663 1.6690 0.05
O 1.5073 -0.2474 2.5583 -0.72
H -0.0648 -3.4509 -3.3339 0.30
H 0.2415 -1.8221 -2.6930 0.26
H -1.2412 -2.7043 -2.2034 0.06
H 2.7702 -4.9760 -0.2938 0.30
H 1.6387 -3.9656 0.6411 0.30
H 4.3079 -3.0420 -0.5556 0.29
H 4.0527 -3.3639 1.1712 0.35
H 5.2594 0.9901 2.2835 0.47
H 3.9577 0.5299 3.4042 0.42
H 3.9266 2.1195 2.6069 0.38
H 3.2593 2.6865 -1.3904 0.46
H 0.9951 3.7075 -1.5568 0.55
H -2.1012 4.6584 -0.4381 0.51
H -2.4104 2.3912 -2.5306 0.16
H -3.5778 3.7430 -2.2419 0.35
H -1.7401 5.4045 -2.7804 0.28
H -0.6131 4.0256 -3.0840 0.30
H -3.1360 2.5872 0.1327 0.53
H -2.7074 2.6283 1.8553 0.26
H -3.5067 0.8128 3.0908 0.41
H -4.1228 -1.5734 3.3277 0.43
H -2.4535 0.2008 -1.0242 0.42
H -2.6811 -4.3767 -0.1454 0.28
H -4.3832 -4.1285 -0.6717 0.27
H -0.6448 0.8065 1.9969 0.71
```

Properties
Orbital gap   0.283 hartree
Structure (SMILES)   COC(=O)CCC(=O)O[C@@]1(C)C(=O)C=C2C=C(C3CC3)N(Cc3ccc4c(c3)OCO4)C=C2C1=O


[3]
2 unconnected molecules or ions with the total composition C26H25NOS2, computed with ωB97M-V with the def2-TZVPD basis set.

Structure (XYZ):
```
55
Properties=species:S:1:pos:R:3:mulliken_charge:R:1
C -4.3556 0.6122 3.1178 -0.75
C -3.5045 -0.6597 3.1130 -0.48
C -2.0515 -0.3987 3.5189 -0.83
N -1.5007 0.7340 2.7841 0.22
C -0.2830 0.6995 2.1703 0.38
S 0.3464 -0.7271 1.4831 -0.34
S 0.6240 2.1102 1.9787 -0.31
C -2.2258 1.9705 3.0267 -0.89
C -3.6593 1.8266 2.5015 -0.31
H -5.2892 0.4217 2.5828 0.31
H -4.6260 0.8519 4.1542 0.32
H -3.9316 -1.3976 3.8019 0.34
H -3.5105 -1.1097 2.1109 0.26
H -2.0295 -0.1464 4.5966 0.34
H -1.4191 -1.2746 3.3403 0.39
H -2.2543 2.1446 4.1162 0.34
H -1.6958 2.8056 2.5516 0.42
H -3.6202 1.7228 1.4057 0.11
H -4.2150 2.7458 2.7206 0.36
C 3.9280 -5.3543 -3.1826 -0.82
O 4.2247 -4.4808 -2.0751 -0.43
C 3.3549 -3.4802 -1.7710 0.89
C 3.7600 -2.5743 -0.7613 -1.09
C 3.0032 -1.4547 -0.4983 -0.31
C 1.8246 -1.1821 -1.2209 0.56
C 1.0721 0.0286 -0.9720 0.34
C -0.3269 0.2456 -1.3204 -0.25
C -0.5752 1.6600 -1.3228 0.22
C -1.8376 2.1649 -1.5948 -0.21
C -2.8673 1.2597 -1.8724 -0.74
C -2.6341 -0.1236 -1.8360 -0.97
C -1.3696 -0.6416 -1.5344 -0.26
C 0.6776 2.3472 -1.0242 -0.58
C 1.6930 1.3435 -0.8393 0.97
C 3.0027 1.7397 -0.6149 -0.37
C 3.2884 3.1067 -0.5085 -0.93
C 2.2853 4.0774 -0.6643 -0.79
C 0.9672 3.6996 -0.9335 -0.17
C 1.3989 -2.1242 -2.1789 -0.65
C 2.1275 -3.2716 -2.4440 -0.80
H 4.7876 -6.0282 -3.2203 0.25
H 3.0079 -5.9233 -2.9985 0.32
H 3.8398 -4.7914 -4.1206 0.36
H 4.6808 -2.7805 -0.2217 0.41
H 3.2983 -0.7867 0.3075 0.61
H -1.9758 3.2452 -1.6149 0.40
H -3.8568 1.6331 -2.1354 0.41
H -3.4483 -0.8146 -2.0442 0.40
H -1.1896 -1.7104 -1.4415 0.69
H 3.7860 0.9934 -0.5164 0.46
H 4.3112 3.4243 -0.3036 0.40
H 2.5361 5.1370 -0.5943 0.39
H 0.1588 4.4213 -1.0699 0.40
H 0.4941 -1.9366 -2.7534 0.65
H 1.7737 -3.9996 -3.1778 0.36
```

Properties
Orbital gap   0.196 hartree


[4]
A molecular structure, C26H26BF6N9O4S2Ti, computed with ωB97M-V with the def2-TZVPD basis set.

Structure (XYZ):
```
75
Properties=species:S:1:pos:R:3:mulliken_charge:R:1
Ti 0.1581 -0.0698 -0.1469 -0.06
C -2.6406 0.5936 1.5144 -1.56
N -1.4330 1.3834 1.3969 0.93
C -1.7664 2.7926 1.1908 -1.88
C -1.8644 3.1727 -0.2636 0.68
C -2.2001 4.4784 -0.6084 -1.11
C -2.2516 4.8210 -1.9487 -0.58
C -2.0090 3.8313 -2.8842 -1.48
C -1.7063 2.5517 -2.4412 0.15
N -1.6051 2.2265 -1.1570 0.77
C -0.5511 1.2704 2.5583 -1.04
C 0.7466 1.8695 2.0857 0.40
C 1.3956 2.8564 2.7990 -0.53
C 2.4110 3.5932 2.1959 -0.68
C 2.6687 3.3392 0.8505 -1.17
C 1.9974 2.3219 0.2064 -0.52
N 1.0744 1.5411 0.8057 1.46
C -2.3722 -0.8843 1.4653 0.54
C -3.3707 -1.7583 1.8624 -1.08
C -3.1678 -3.1282 1.7676 -0.70
C -1.9484 -3.5607 1.2513 -1.14
C -0.9932 -2.6314 0.9071 -0.57
N -1.1688 -1.2962 1.0251 1.62
H -3.2828 0.8383 0.6614 0.54
H -3.1923 0.8354 2.4448 0.67
H -0.9863 3.4218 1.6337 0.53
H -2.7136 3.0421 1.6998 0.56
H -2.4046 5.2068 0.1628 0.52
H -2.4778 5.8331 -2.2514 0.41
H -2.0424 4.0301 -3.9413 0.52
H -1.5274 1.7704 -3.1598 0.57
H -0.4346 0.2227 2.8286 0.39
H -0.9396 1.8227 3.4330 0.40
H 1.0848 3.0680 3.8119 0.52
H 2.9313 4.3668 2.7357 0.46
H 3.3908 3.9257 0.3086 0.55
H 2.1761 2.1293 -0.8431 0.35
H -4.2989 -1.3608 2.2442 0.53
H -3.9284 -3.8258 2.0776 0.45
H -1.7458 -4.6133 1.1347 0.52
H -0.0195 -2.9575 0.5605 0.49
F -4.2094 -1.2105 -2.9808 -0.29
C -3.3567 -0.1912 -2.8581 0.51
F -3.6362 0.6782 -3.8307 -0.25
F -3.6615 0.4058 -1.6904 -0.15
S -1.5378 -0.8606 -2.7922 0.90
O -1.3210 -0.7155 -1.3378 -0.46
O -1.7521 -2.2201 -3.1961 -0.76
N -0.6635 -0.0199 -3.7036 -0.57
S 0.8122 0.7423 -3.2470 0.75
O 0.6661 2.1094 -3.6925 -0.57
O 0.7748 0.7057 -1.7195 -0.60
C 3.0578 0.7895 -3.4514 0.51
F 3.4032 -0.3962 -3.9973 -0.25
F 3.3212 1.7361 -4.3580 -0.25
F 3.8769 1.0043 -2.4034 -0.21
B 3.4691 -0.8148 0.1166 0.20
N 2.7506 -1.2661 1.4026 -1.02
C 3.2631 -2.0187 2.3754 -0.20
C 2.2648 -2.2891 3.2939 -1.36
C 1.1499 -1.6463 2.7734 -0.35
N 1.4558 -1.0209 1.6253 1.59
N 2.6696 -1.5091 -1.0087 0.07
C 3.1734 -2.2731 -1.9745 -0.37
C 2.1321 -2.9406 -2.5972 -1.56
C 0.9972 -2.5181 -1.9183 -0.31
N 1.3403 -1.6484 -0.9572 1.01
H 4.5670 -1.2602 0.1181 -0.18
H 3.4297 0.3696 0.0393 -0.10
H 4.2888 -2.3288 2.3657 0.48
H 2.3299 -2.8652 4.1948 0.46
H 0.1590 -1.6514 3.1919 0.36
H 4.2263 -2.3025 -2.1682 0.45
H 2.1867 -3.6391 -3.4050 0.53
H -0.0166 -2.8358 -2.0702 0.57
```

Properties
Orbital gap (spin up / spin down)   0.256 / 0.316 hartree
Multiplicity   3
Energy above the lowest of the compared OMol25 structures with the same formula, charge and spin   77.3 kcal per mole
⟨S²⟩   2.012


Max |F|? In order: 2.548, 1.309, 1.601, 2.998 eV Å⁻¹.